Record 1
{"formula": "C2HBrF2O", "method": "the ωB97M-V functional and the def2-TZVPD basis", "elements": ["C", "C", "O", "F", "F", "Br", "H"], "positions_angstrom": [[0.14534, -1.22889, 0.48463], [-2.55469, -0.68194, 0.10073], [1.00966, -0.93561, 1.19023], [-2.86009, -1.56670, 1.14340], [-2.45258, -1.32587, -1.01649], [-3.68365, 0.77786, -0.05860], [-0.07937, -1.60530, -0.51082]], "atomic_forces_ev_per_a": [[-2.311, 0.964, 0.300], [0.952, -0.993, 2.823], [0.992, -0.195, 0.040], [-0.054, 1.253, -1.679], [0.121, -1.105, -1.104], [-0.543, 0.608, 0.233], [0.843, -0.531, -0.614]], "charge": 0}

***

Record 2
{"formula": "C2HBrF2S", "method": "the ωB97M-V functional and the def2-TZVPD basis", "elements": ["C", "C", "F", "F", "S", "Br", "H"], "positions_angstrom": [[-0.63824, 0.40162, 0.18763], [-0.18422, 1.72170, -0.31768], [1.04731, 1.86284, -0.82965], [-1.13943, 2.53350, -0.72065], [-0.14930, 1.40336, 1.65807], [-2.40363, -0.19916, -0.06478], [0.16362, -0.27564, -0.05917]], "atomic_forces_ev_per_a": [[1.805, 0.947, -0.351], [-0.574, -1.067, 3.367], [-1.447, 0.274, -0.336], [1.010, 0.567, -0.622], [-0.302, 0.325, -2.104], [-0.113, -0.112, -0.094], [-0.378, -0.933, 0.140]], "charge": 0}

***

Record 3
{"formula": "C2HBrFO2", "method": "the ωB97M-V functional and the def2-TZVPD basis", "elements": ["C", "C", "O", "O", "F", "Br", "H"], "positions_angstrom": [[0.06540, 1.41845, -0.96604], [-0.05649, -0.59230, 0.70127], [-0.31325, 0.86185, -1.89194], [0.50205, 2.14301, -0.15868], [-1.25936, -0.87990, 1.32283], [0.38856, -2.13603, -0.49033], [0.67309, -0.81508, 1.48290]], "atomic_forces_ev_per_a": [[0.898, 0.181, 2.370], [0.634, 1.165, -0.298], [-0.808, -0.675, -1.891], [-0.026, 0.612, -0.305], [-1.042, -0.438, 0.365], [0.057, -0.908, -0.494], [0.287, 0.064, 0.253]], "charge": -1}

***

Record 4
{"formula": "C2HBrIN", "method": "the ωB97M-V functional and the def2-TZVPD basis", "elements": ["C", "C", "N", "Br", "I", "H"], "positions_angstrom": [[-0.62217, -0.29495, 0.98179], [-0.51035, 0.06662, -0.33944], [-0.72477, -0.58230, 2.09628], [-0.58411, 1.83652, -0.84431], [2.91366, -0.35455, -0.77464], [-0.47226, -0.67134, -1.11968]], "atomic_forces_ev_per_a": [[-0.043, 0.028, 0.312], [0.423, 0.083, -0.597], [-0.028, -0.135, 0.355], [-0.070, 0.085, -0.004], [-0.257, 0.006, 0.046], [-0.026, -0.067, -0.113]], "charge": 0}

***

Record 5
{"formula": "C2HBrO2", "method": "the ωB97M-V functional and the def2-TZVPD basis", "elements": ["C", "C", "O", "O", "Br", "H"], "positions_angstrom": [[1.60904, -0.81100, -0.44164], [-1.30582, 0.24106, 0.65349], [1.58968, -0.85834, -1.60832], [1.68446, -0.76760, 0.68441], [-2.50958, 1.03538, -0.58473], [-1.06778, 1.16049, 1.29679]], "atomic_forces_ev_per_a": [[0.144, -0.238, -3.806], [-0.401, 1.319, -0.088], [-0.209, 0.057, 0.618], [0.103, 0.165, 3.216], [0.573, -0.405, 0.592], [-0.210, -0.898, -0.532]], "charge": 0}

***

Record 6
{"formula": "C2HCdO3", "method": "the ωB97M-V functional and the def2-TZVPD basis", "elements": ["O", "C", "O", "C", "O", "Cd", "H"], "positions_angstrom": [[-0.61932, -0.76420, 0.07912], [-1.89228, -0.32682, 0.04228], [-2.31214, 0.66983, 0.55865], [0.52633, -0.01012, -0.32801], [0.39112, 0.92601, -1.06211], [2.29366, -0.56702, 0.69166], [-2.51843, -1.07314, -0.47956]], "atomic_forces_ev_per_a": [[4.555, -0.573, 0.001], [-3.107, 1.852, 0.275], [1.121, -1.285, -0.766], [-4.605, 2.080, -1.435], [1.379, -1.948, 1.486], [0.464, -0.277, 0.240], [0.193, 0.151, 0.198]], "charge": 1}

***

Across the entries above, relative energy (zero: lowest compared OMol25 entry of this formula, charge and spin) takes the values 90.00 12.53 27.82 35.71 24.17 0.00 kcal/mol, respectively.
Across the entries above, calculated total energy takes the values -2925.6397 -3248.6915 -2901.1904 -3003.1814 -2801.1976 -469.8976 a.u., respectively.
Across the entries above, max |F| takes the values 3.14 3.58 2.54 0.74 3.82 5.25 eV Å⁻¹, respectively.